1.
DFT (ωB97M-V/def2-TZVPD) results for C3H12BrFeO3 as an isolated structure.

ORCA input file:
```
! RIJCOSX wB97M-V def2-TZVPD def2/J DEFGRID3
* xyz 1 5
Fe -3.9995 -0.4416 2.5745
Br -1.6170 -0.0411 1.8552
C -1.6007 2.0294 -2.2788
O -2.4690 1.4062 -1.3186
H -2.1539 2.4435 -3.1165
H -1.0413 2.7989 -1.7443
H -0.9110 1.2881 -2.6924
H -1.9369 1.2757 -0.5329
C 2.4173 -0.4265 2.1829
O 1.6775 0.7685 1.8539
H 2.1997 -0.7451 3.2023
H 2.1518 -1.1793 1.4396
H 3.4736 -0.1874 2.1028
H 0.7483 0.5715 1.9959
C 0.7772 -1.5748 -1.2113
O -0.1026 -2.2349 -0.2736
H 1.5700 -2.2698 -1.4644
H 0.1927 -1.2575 -2.0764
H 1.1685 -0.6780 -0.7241
H -0.5446 -1.5460 0.2262
*
```

Frontier orbital gap (spin up / spin down) ... 4.394 / 4.219 eV
Expectation value of S² ... 6.008

2.
DFT (ωB97M-V/def2-TZVPD) results for C3H12ClO3 as an isolated structure.

ORCA input file:
```
! RIJCOSX wB97M-V def2-TZVPD def2/J DEFGRID3
* xyz -1 1
Cl -7.0271 -19.2290 -20.2391
C -4.5182 -18.1646 -21.0019
O -4.8276 -19.5370 -20.8536
H -3.7711 -17.9333 -20.2426
H -4.1385 -18.0567 -22.0179
H -5.3676 -17.5045 -20.8259
H -5.7347 -19.6136 -20.5487
C -6.7228 -18.3590 -23.0457
O -7.8463 -18.9893 -22.4942
H -6.1584 -19.0055 -23.7177
H -7.1001 -17.5728 -23.6998
H -6.1398 -17.8578 -22.2730
H -7.8630 -18.8735 -21.5414
C -6.8844 -16.2260 -20.4741
O -7.4696 -17.1935 -19.5623
H -7.3095 -16.1936 -21.4773
H -7.0072 -15.2354 -20.0362
H -5.8112 -16.3562 -20.6132
H -7.1473 -18.0651 -19.8030
*
```

Energy relative to the best compared isomer or geometry (same formula, charge and spin) ... 729.5 kJ/mol
Frontier orbital gap ... 8.245 eV

Copy entry 1 word for word.
DFT (ωB97M-V/def2-TZVPD) results for C3H12BrFeO3 as an isolated structure.

ORCA input file:
```
! RIJCOSX wB97M-V def2-TZVPD def2/J DEFGRID3
* xyz 1 5
Fe -3.9995 -0.4416 2.5745
Br -1.6170 -0.0411 1.8552
C -1.6007 2.0294 -2.2788
O -2.4690 1.4062 -1.3186
H -2.1539 2.4435 -3.1165
H -1.0413 2.7989 -1.7443
H -0.9110 1.2881 -2.6924
H -1.9369 1.2757 -0.5329
C 2.4173 -0.4265 2.1829
O 1.6775 0.7685 1.8539
H 2.1997 -0.7451 3.2023
H 2.1518 -1.1793 1.4396
H 3.4736 -0.1874 2.1028
H 0.7483 0.5715 1.9959
C 0.7772 -1.5748 -1.2113
O -0.1026 -2.2349 -0.2736
H 1.5700 -2.2698 -1.4644
H 0.1927 -1.2575 -2.0764
H 1.1685 -0.6780 -0.7241
H -0.5446 -1.5460 0.2262
*
```

Frontier orbital gap (spin up / spin down) ... 4.394 / 4.219 eV
Expectation value of S² ... 6.008